Density functional theory data (wB97M-V/def2-TZVPD) for 2 unconnected molecules or ions with the total composition C6H9N.

Geometry as ORCA input:
```
! RIJCOSX wB97M-V def2-TZVPD def2/J DEFGRID3
* xyz 0 1
C 2.18 1.03 1.14
C 0.95 0.42 0.51
C 0.75 -0.84 0.23
C 0.48 -2.08 -0.10
C -2.21 -0.39 -0.75
C -2.29 0.82 -0.36
N -1.43 0.59 -1.57
H 1.92 1.51 2.10
H 2.59 1.81 0.49
H 2.95 0.28 1.33
H -0.01 -2.76 0.60
H 0.73 -2.46 -1.08
H -2.29 -1.46 -0.68
H 0.16 1.10 0.22
H -2.49 1.61 0.34
H -1.99 0.82 -2.40
*
```

**Max |F|**: 0.48 eV/A
**HOMO level**: -0.306 Ha
**SMILES**: C1=CN1.C=C=CC
**E**: -7852.40525 eV
**LUMO energy**: 0.0408 Eh
**Energy above the lowest of the compared OMol25 structures with the same formula, charge and spin**: 132.70 kcal/mol

Density functional theory data (wB97M-V/def2-TZVPD) for a single C6H9N molecule.

Geometry as ORCA input:
```
! RIJCOSX wB97M-V def2-TZVPD def2/J DEFGRID3
* xyz 0 1
C -0.62 1.80 -0.36
C -0.47 0.31 -0.48
C 0.34 -0.22 -1.52
C 1.51 -0.24 -0.47
C 1.32 -0.87 0.69
C -0.06 -1.32 1.18
N -1.04 -0.48 0.50
H 0.35 2.25 -0.60
H -0.88 2.10 0.66
H -1.36 2.20 -1.05
H 0.53 0.44 -2.37
H 0.14 -1.24 -1.83
H 2.17 -1.20 1.29
H -0.18 -2.38 0.93
H -0.21 -1.22 2.26
H -1.55 0.09 1.16
*
```

**Max |F|**: 0.46 eV/A
**HOMO level**: -0.264 Ha
**E**: -7854.17923 eV
**LUMO energy**: 0.0313 Eh
**Energy above the lowest of the compared OMol25 structures with the same formula, charge and spin**: 91.79 kcal/mol

Density functional theory data (wB97M-V/def2-TZVPD) for a single C6H9N molecule.

Geometry as ORCA input:
```
! RIJCOSX wB97M-V def2-TZVPD def2/J DEFGRID3
* xyz 0 1
C 2.21 1.17 1.65
C 1.64 0.13 0.78
C 1.05 -0.65 0.08
C 0.03 -1.43 -0.64
C -1.36 -0.81 -0.39
C -1.53 0.63 -0.12
N -1.86 0.08 -1.43
H 2.51 2.05 1.06
H 3.09 0.83 2.21
H 1.45 1.50 2.37
H 0.03 -2.47 -0.29
H 0.21 -1.46 -1.72
H -2.06 -1.50 0.10
H -0.65 1.27 -0.11
H -2.32 0.93 0.57
H -2.86 -0.05 -1.53
*
```

**Max |F|**: 0.58 eV/A
**HOMO level**: -0.342 Ha
**SMILES**: CC#CC[C@H]1CN1
**E**: -7855.09517 eV
**LUMO energy**: 0.0390 Eh
**Energy above the lowest of the compared OMol25 structures with the same formula, charge and spin**: 70.67 kcal/mol

Density functional theory data (wB97M-V/def2-TZVPD) for a molecular structure, C6H9N.

Geometry as ORCA input:
```
! RIJCOSX wB97M-V def2-TZVPD def2/J DEFGRID3
* xyz 0 1
C 1.89 0.93 0.48
C 1.14 -0.32 0.67
C -0.39 -0.37 0.93
C -0.87 -1.17 -0.31
C -0.40 0.12 -1.03
C -0.95 0.87 0.19
N 1.06 0.10 -0.74
H 1.83 0.23 -1.37
H 1.27 1.80 0.69
H 1.65 -1.26 0.89
H -0.69 -0.62 1.95
H -0.35 -2.11 -0.56
H -1.95 -1.31 -0.34
H -0.64 0.36 -2.06
H -0.56 1.86 0.41
H -2.04 0.89 0.20
*
```

**Max |F|**: 0.97 eV/A
**HOMO level**: -0.277 Ha
**E**: -7852.98579 eV
**LUMO energy**: 0.0350 Eh
**Energy above the lowest of the compared OMol25 structures with the same formula, charge and spin**: 119.31 kcal/mol

Density functional theory data (wB97M-V/def2-TZVPD) for a single C6H9N molecule.

Geometry as ORCA input:
```
! RIJCOSX wB97M-V def2-TZVPD def2/J DEFGRID3
* xyz 0 1
C 1.32 -1.56 0.01
C 0.23 -0.56 0.17
C -0.09 0.71 -0.26
C 0.68 1.57 -1.22
C -1.31 1.06 0.41
C -1.70 -0.01 1.18
N -0.75 -0.98 1.03
H 1.82 -1.49 -0.95
H 0.84 -2.55 0.14
H 2.06 -1.49 0.82
H 0.02 2.30 -1.72
H 1.14 0.97 -2.02
H 1.48 2.14 -0.73
H -1.84 2.00 0.32
H -2.57 -0.14 1.81
H -0.70 -1.95 1.32
*
```

**Max |F|**: 0.92 eV/A
**HOMO level**: -0.287 Ha
**SMILES**: Cc1cc[nH]c1C
**E**: -7857.87017 eV
**LUMO energy**: 0.0381 Eh
**Energy above the lowest of the compared OMol25 structures with the same formula, charge and spin**: 6.67 kcal/mol

Density functional theory data (wB97M-V/def2-TZVPD) for a single C6H9N molecule.

Geometry as ORCA input:
```
! RIJCOSX wB97M-V def2-TZVPD def2/J DEFGRID3
* xyz 0 1
C 2.04 -0.05 -0.07
C 0.55 0.06 0.06
C -0.46 0.75 0.90
C -1.14 1.23 -0.36
N -0.43 0.14 -1.12
C -1.06 -1.11 -0.57
C -0.45 -0.78 0.78
H 2.51 0.88 -0.41
H 2.28 -0.84 -0.79
H 2.47 -0.33 0.90
H -0.33 1.24 1.86
H -2.23 1.21 -0.43
H -0.76 2.20 -0.69
H -0.56 -1.96 -1.03
H -2.14 -1.21 -0.69
H -0.28 -1.41 1.65
*
```

**Max |F|**: 0.40 eV/A
**HOMO level**: -0.326 Ha
**SMILES**: C[C@]12[C@@H]3CN1C[C@@H]32
**E**: -7854.97547 eV
**LUMO energy**: 0.0410 Eh
**Energy above the lowest of the compared OMol25 structures with the same formula, charge and spin**: 73.43 kcal/mol

Density functional theory data (wB97M-V/def2-TZVPD) for a single C6H9N molecule.

Geometry as ORCA input:
```
! RIJCOSX wB97M-V def2-TZVPD def2/J DEFGRID3
* xyz 0 1
C 1.86 -0.59 0.35
C 0.63 0.18 -0.02
C -0.61 -0.28 -0.74
C -1.47 0.94 -1.01
C -1.41 -1.20 0.22
C -0.78 1.92 -0.38
N 0.46 1.44 0.20
H 2.17 -0.40 1.38
H 1.68 -1.66 0.22
H 2.69 -0.30 -0.30
H -0.34 -0.86 -1.64
H -1.77 -0.62 1.07
H -0.80 -2.04 0.59
H -2.28 -1.58 -0.31
H -0.96 2.98 -0.26
H 1.13 2.00 0.72
*
```

**Max |F|**: 0.43 eV/A
**HOMO level**: -0.263 Ha
**E**: -7854.78091 eV
**LUMO energy**: 0.0185 Eh
**Energy above the lowest of the compared OMol25 structures with the same formula, charge and spin**: 77.91 kcal/mol

Density functional theory data (wB97M-V/def2-TZVPD) for a single C6H9N molecule.

Geometry as ORCA input:
```
! RIJCOSX wB97M-V def2-TZVPD def2/J DEFGRID3
* xyz 0 1
C -2.53 -0.29 0.10
C -1.03 -0.29 -0.09
C -0.36 1.00 0.09
C 0.96 1.31 0.15
C 2.21 0.54 0.10
C 2.48 -0.73 -0.22
N -0.37 -1.34 -0.40
H -2.78 -0.18 1.17
H -3.01 0.53 -0.43
H -2.96 -1.23 -0.26
H -1.04 1.85 0.24
H 1.15 2.37 0.31
H 1.72 -1.43 -0.56
H 3.06 1.15 0.40
H 3.50 -1.08 -0.13
H -0.99 -2.15 -0.46
*
```

**Max |F|**: 0.35 eV/A
**HOMO level**: -0.322 Ha
**SMILES**: [H]/N=C(C)/C=C\C=C
**E**: -7856.37229 eV
**LUMO energy**: 0.0132 Eh
**Energy above the lowest of the compared OMol25 structures with the same formula, charge and spin**: 41.22 kcal/mol

Copy entry 4 word for word.
Density functional theory data (wB97M-V/def2-TZVPD) for a molecular structure, C6H9N.

Geometry as ORCA input:
```
! RIJCOSX wB97M-V def2-TZVPD def2/J DEFGRID3
* xyz 0 1
C 1.89 0.93 0.48
C 1.14 -0.32 0.67
C -0.39 -0.37 0.93
C -0.87 -1.17 -0.31
C -0.40 0.12 -1.03
C -0.95 0.87 0.19
N 1.06 0.10 -0.74
H 1.83 0.23 -1.37
H 1.27 1.80 0.69
H 1.65 -1.26 0.89
H -0.69 -0.62 1.95
H -0.35 -2.11 -0.56
H -1.95 -1.31 -0.34
H -0.64 0.36 -2.06
H -0.56 1.86 0.41
H -2.04 0.89 0.20
*
```

**Max |F|**: 0.97 eV/A
**HOMO level**: -0.277 Ha
**E**: -7852.98579 eV
**LUMO energy**: 0.0350 Eh
**Energy above the lowest of the compared OMol25 structures with the same formula, charge and spin**: 119.31 kcal/mol